Record 1
This record from the OMol25 dataset describes a molecular structure, CFMnNO5S2. The level of theory is ωB97M-V/def2-TZVPD.

The value obtained for the frontier orbital gap (alpha / beta) is 0.2089 / 0.3010 Ha. Its charge is -1. The relative energy (zero: lowest compared OMol25 entry of this formula, charge and spin) comes out at 0.0 kJ/mol. Its strongest force on any atom is 2.30 eV/Å. As for the spin multiplicity: 7.

```
11
Properties=species:S:1:pos:R:3:forces:R:3:mulliken_charge:R:1
Mn 0.5470 1.4543 1.2926 0.68 0.42 0.17 0.2235
N 0.4755 -0.5553 0.6773 -0.30 -0.35 -0.33 -0.2747
S -1.1150 -0.7857 1.3768 0.41 -1.39 1.79 0.6281
O -0.9435 -1.8232 2.4507 -0.37 1.47 -1.46 -0.6027
O -1.1390 0.6411 2.0107 -0.23 -0.63 -0.16 -0.5958
S 0.7867 -1.4476 -0.5990 1.52 0.70 -0.42 0.5085
O 1.5319 -0.5947 -1.5813 -0.88 -1.00 1.11 -0.6101
F 2.0463 -2.4678 0.0090 -0.79 0.78 -0.42 -0.3649
O -0.8487 1.9060 -3.0258 0.71 -0.83 0.21 -0.3547
C -0.6610 1.7774 -1.8879 -1.24 1.54 0.44 0.6622
O -0.6803 1.8957 -0.7230 0.48 -0.71 -0.92 -0.2194
```
Forces are in eV/Å.

---

Record 2
This record from the OMol25 dataset describes 5 unconnected molecules or ions with the total composition C7H24N6O7. The level of theory is ωB97M-V/def2-TZVPD.

The value obtained for the frontier orbital gap is 0.3674 Ha. The relative energy (zero: lowest compared OMol25 entry of this formula, charge and spin) comes out at 35.3 kJ/mol. Its strongest force on any atom is 1.99 eV/Å. The structure (SMILES) is NC(N)=O.NC(N)=O.NC(N)=O.OCCO.OCCO.

```
44
Properties=species:S:1:pos:R:3:forces:R:3:mulliken_charge:R:1
N -2.1433 -3.3487 2.9670 0.29 -0.43 -0.30 -0.3467
C -0.8420 -3.6910 3.2030 0.93 0.12 1.51 0.5616
N 0.0419 -3.2256 2.2779 0.13 0.23 -0.75 -0.3072
O -0.4551 -4.2766 4.2140 -0.61 0.16 -0.67 -0.6641
H -2.8169 -3.5394 3.6842 -0.04 0.07 -0.05 0.2050
H -2.2983 -2.6681 2.2525 -0.49 0.19 0.03 0.1686
H -0.2370 -2.7886 1.4140 -0.13 0.13 -0.04 0.1883
H 1.0193 -3.1919 2.4968 -0.04 -0.34 0.22 0.1832
N 2.9337 1.4401 2.9286 -0.70 -0.20 1.03 -0.4263
C 2.5604 1.0061 1.7058 0.03 0.21 -1.98 0.5011
N 1.3877 0.2820 1.6640 0.07 0.03 -0.31 -0.2766
O 3.1581 1.2585 0.6581 -0.02 -0.36 0.99 -0.6177
H 3.7417 2.0124 3.0727 0.02 0.18 -0.34 0.2577
H 2.1554 1.5388 3.5612 0.43 0.07 0.39 0.1930
H 1.2195 -0.1575 0.7733 -0.15 0.11 -0.04 0.0548
H 0.8617 -0.0634 2.4464 0.33 -0.07 0.24 0.2345
N -1.5943 4.1646 -0.4566 0.21 -0.23 -1.69 -0.3860
C -1.2860 3.6552 -1.6872 -0.10 -0.36 0.36 0.6435
N 0.0459 3.3011 -1.8385 -0.14 0.21 -0.78 -0.5054
O -2.0933 3.4261 -2.5751 0.19 0.42 0.31 -0.6399
H -2.5818 4.2146 -0.2867 0.14 0.09 0.73 0.2493
H -0.8297 4.1987 0.1846 -0.52 0.14 0.79 0.1833
H 0.7651 3.4039 -1.1449 -0.07 0.21 0.18 0.1736
H 0.3495 3.3717 -2.7972 0.13 -0.12 0.07 0.2575
O 1.3895 -2.3744 -1.9302 0.02 0.14 0.13 -0.5329
C 2.0013 -1.2353 -2.5004 -0.02 1.08 -1.23 -0.5499
C 0.9595 -0.1872 -2.8640 0.83 1.47 0.51 -0.4473
O 0.8010 0.6942 -1.7386 -0.26 -1.12 0.18 -0.2762
H 2.0147 -3.0976 -1.8257 0.07 0.11 0.05 0.2798
H 2.7358 -0.6974 -1.8906 -0.16 -0.41 0.55 0.2739
H 2.5289 -1.4054 -3.4477 -0.11 -0.81 0.11 0.4296
H 0.0113 -0.5634 -3.2541 0.04 -0.28 0.12 0.3307
H 1.4357 0.4570 -3.6148 -0.19 -0.42 -0.45 0.4152
H 0.1282 1.3669 -1.9135 0.17 0.00 -0.06 0.1440
O -1.7201 0.9861 0.6877 -0.29 -0.20 0.02 -0.6056
C -2.2040 0.4499 -0.5398 0.19 0.47 -0.06 0.0792
C -1.9338 -1.0491 -0.5739 0.08 -0.20 0.73 -0.4804
O -0.6255 -1.3805 -0.1269 0.72 -0.10 0.11 -0.2214
H -0.8824 0.5296 0.8573 -0.03 0.20 -0.08 0.4058
H -3.2753 0.6392 -0.6385 -0.10 -0.18 0.42 0.4429
H -1.7910 1.0602 -1.3508 0.24 -0.60 -0.24 -0.1524
H -2.2169 -1.5413 -1.5067 0.13 0.12 -0.06 0.3247
H -2.4843 -1.5053 0.2570 -0.74 0.22 -0.44 0.1156
H 0.0653 -1.4693 -0.8033 -0.47 0.02 -0.23 0.1396
```
Forces are in eV/Å.